ORCA calculation (wB97M-V/def2-TZVPD) on a molecular structure, C34H37AsN5O5S2Y.

CARTESIAN COORDINATES (ANGSTROEM)
1 Y -0.374 -0.551 -0.779
2 C -3.769 0.219 -3.807
3 O -3.191 1.502 -4.036
4 C -2.865 2.299 -2.974
5 C -3.034 3.656 -3.158
6 C -2.683 4.582 -2.177
7 C -2.146 4.129 -0.995
8 C -1.931 2.757 -0.783
9 C -1.256 2.400 0.451
10 N -0.691 1.277 0.727
11 N -0.103 1.218 1.992
12 C 0.522 0.075 2.151
13 O 0.629 -0.857 1.284
14 C 1.139 -0.168 3.492
15 C 1.626 -1.436 3.787
16 C 2.224 -1.688 5.013
17 C 2.349 -0.672 5.948
18 C 1.866 0.599 5.657
19 C 1.262 0.850 4.436
20 C -2.300 1.799 -1.768
21 O -2.122 0.527 -1.574
22 H -4.275 -0.037 -4.736
23 H -4.500 0.262 -2.996
24 H -3.015 -0.528 -3.573
25 H -3.457 3.978 -4.102
26 H -2.837 5.639 -2.348
27 H -1.861 4.828 -0.217
28 H -1.177 3.193 1.199
29 H 1.535 -2.215 3.042
30 H 2.599 -2.679 5.238
31 H 2.823 -0.866 6.902
32 H 1.963 1.396 6.383
33 H 0.881 1.832 4.191
34 C -1.358 -5.785 -2.982
35 S -1.385 -4.353 -4.065
36 C -0.580 -3.095 -3.113
37 S -0.156 -3.337 -1.478
38 N -0.408 -2.055 -3.883
39 N 0.022 -0.933 -3.207
40 C 0.647 -0.089 -3.931
41 C 1.079 1.199 -3.387
42 C 1.752 2.087 -4.219
43 C 2.156 3.312 -3.715
44 C 1.877 3.606 -2.394
45 C 1.201 2.662 -1.635
46 N 0.803 1.485 -2.103
47 H -1.929 -6.554 -3.504
48 H -1.833 -5.571 -2.028
49 H -0.349 -6.149 -2.804
50 H 0.886 -0.322 -4.966
51 H 1.945 1.814 -5.247
52 H 2.675 4.020 -4.347
53 H 2.163 4.546 -1.946
54 H 0.967 2.865 -0.598
55 C 3.356 -2.654 -0.335
56 C 3.031 -1.192 -0.233
57 O 2.186 -0.702 -0.967
58 C 3.731 -0.356 0.776
59 C 3.268 0.939 1.007
60 C 3.849 1.723 1.986
61 C 4.908 1.225 2.732
62 C 5.388 -0.055 2.496
63 C 4.798 -0.847 1.524
64 H 2.585 -3.142 -0.928
65 H 3.434 -3.109 0.651
66 H 4.322 -2.773 -0.834
67 H 2.433 1.304 0.427
68 H 3.464 2.716 2.179
69 H 5.359 1.834 3.505
70 H 6.215 -0.440 3.078
71 H 5.167 -1.849 1.356
72 C -3.186 0.215 2.444
73 As -3.256 -1.424 1.450
74 C -4.948 -1.429 0.544
75 C -3.201 -2.869 2.712
76 O -2.059 -1.652 0.333
77 H -4.021 0.216 3.147
78 H -3.287 1.048 1.752
79 H -2.240 0.306 2.974
80 H -5.776 -1.459 1.252
81 H -4.986 -2.294 -0.115
82 H -5.003 -0.523 -0.058
83 H -4.046 -2.818 3.397
84 H -2.269 -2.799 3.271
85 H -3.218 -3.809 2.164

Computed properties:
Orbital gap in eV: 7.06
Energy in Eh: -5038.46030
Net charge: 0
HOMO level in eV: -7.17
ΔE to the lowest compared entry with this formula, charge and spin in kJ/mol: 41.2

***

ORCA calculation (wB97M-V/def2-TZVPD) on a molecular structure, C34H37BInN10O6S3.

CARTESIAN COORDINATES (ANGSTROEM)
1 In 0.500 0.589 -0.600
2 N 4.456 0.008 -2.241
3 C 3.486 0.258 -1.315
4 S 2.436 1.603 -1.688
5 N 3.509 -0.503 -0.258
6 N 2.477 -0.348 0.618
7 C 2.583 -1.035 1.697
8 C 3.721 -1.953 1.969
9 C 3.848 -3.125 1.227
10 C 4.878 -4.007 1.513
11 C 5.787 -3.725 2.525
12 C 5.662 -2.556 3.261
13 C 4.624 -1.675 2.986
14 C 1.501 -0.940 2.706
15 C 1.420 -1.829 3.779
16 C 0.367 -1.695 4.667
17 C -0.569 -0.690 4.465
18 C -0.404 0.143 3.369
19 N 0.603 0.022 2.516
20 H 4.202 0.276 -3.178
21 H 4.851 -0.918 -2.159
22 H 3.139 -3.340 0.434
23 H 4.971 -4.919 0.936
24 H 6.594 -4.416 2.739
25 H 6.370 -2.328 4.048
26 H 4.518 -0.762 3.562
27 H 2.160 -2.608 3.899
28 H 0.273 -2.375 5.505
29 H -1.410 -0.556 5.132
30 H -1.110 0.942 3.156
31 C 2.443 2.739 1.847
32 C 0.977 2.988 1.743
33 C 0.200 3.829 2.553
34 C -1.088 3.727 2.069
35 C -2.328 4.420 2.526
36 N -1.064 2.868 1.037
37 N 0.197 2.416 0.833
38 B -2.196 2.422 0.096
39 N -2.460 0.898 0.239
40 N -1.421 0.017 0.314
41 C -1.910 -1.161 0.704
42 C -1.070 -2.355 1.004
43 C -3.286 -1.038 0.900
44 C -3.588 0.283 0.619
45 C -4.917 0.948 0.764
46 N -1.835 2.787 -1.354
47 N -0.579 3.180 -1.700
48 C -0.615 3.434 -2.997
49 C 0.631 3.818 -3.725
50 C -1.903 3.216 -3.513
51 C -2.645 2.788 -2.437
52 C -4.055 2.312 -2.399
53 H 2.883 3.448 2.548
54 H 2.930 2.840 0.878
55 H 2.636 1.728 2.207
56 H 0.544 4.445 3.367
57 H -2.107 5.010 3.415
58 H -3.118 3.709 2.772
59 H -2.718 5.086 1.756
60 H -3.221 2.963 0.422
61 H -0.134 -2.366 0.454
62 H -1.619 -3.264 0.758
63 H -0.843 -2.380 2.072
64 H -3.967 -1.803 1.233
65 H -5.616 0.229 1.188
66 H -5.313 1.290 -0.189
67 H -4.863 1.813 1.425
68 H 1.384 4.166 -3.020
69 H 0.439 4.605 -4.457
70 H 1.039 2.954 -4.255
71 H -2.233 3.290 -4.535
72 H -4.534 2.508 -3.357
73 H -4.632 2.806 -1.615
74 H -4.087 1.234 -2.224
75 O 2.252 -2.739 -2.933
76 S 1.209 -2.749 -1.945
77 O 1.299 -3.814 -0.959
78 O 1.020 -1.448 -1.268
79 C -0.380 -2.994 -2.744
80 C -0.920 -4.269 -2.623
81 C -2.173 -4.565 -3.136
82 C -2.903 -3.575 -3.771
83 C -2.367 -2.303 -3.903
84 C -1.108 -1.995 -3.401
85 S -0.557 -0.296 -3.693
86 O -1.486 0.210 -4.674
87 O -0.773 0.400 -2.386
88 O 0.826 -0.357 -4.079
89 H -0.344 -5.017 -2.098
90 H -2.575 -5.565 -3.030
91 H -3.887 -3.787 -4.172
92 H -2.912 -1.522 -4.414

Computed properties:
Orbital gap in eV: 7.66
Energy in Eh: -3726.68542
Net charge: -1
HOMO level in eV: -5.52
ΔE to the lowest compared entry with this formula, charge and spin in kJ/mol: 0.0

***

ORCA calculation (wB97M-V/def2-TZVPD) on a molecular structure, C34H37BO4S.

CARTESIAN COORDINATES (ANGSTROEM)
1 C -5.414 2.978 -2.578
2 C -4.769 1.618 -2.823
3 C -3.502 1.668 -2.016
4 C -3.480 2.928 -1.365
5 O -4.554 3.726 -1.644
6 C -2.348 3.355 -0.636
7 C -1.241 2.538 -0.647
8 C -1.192 1.271 -1.347
9 C 0.048 0.570 -1.574
10 C 1.110 1.263 -2.214
11 C 2.453 0.847 -2.011
12 C 3.487 1.666 -2.436
13 C 3.222 2.878 -3.124
14 O 4.303 3.701 -3.289
15 C 5.455 3.012 -2.658
16 C 4.966 1.626 -2.198
17 C 1.912 3.256 -3.454
18 C 0.893 2.451 -3.019
19 C -2.401 0.824 -1.952
20 H -5.503 3.550 -3.499
21 H -6.403 2.881 -2.124
22 H -5.414 0.789 -2.517
23 H -4.541 1.467 -3.884
24 H -2.392 4.310 -0.090
25 H -0.338 2.871 -0.130
26 H 0.262 -0.443 -0.886
27 H 2.674 -0.091 -1.514
28 H 6.260 2.958 -3.403
29 H 5.799 3.626 -1.817
30 H 5.231 1.443 -1.147
31 H 5.486 0.840 -2.772
32 H 1.771 4.173 -4.032
33 H -0.125 2.736 -3.283
34 H -2.441 -0.148 -2.435
35 C 1.018 -5.508 -1.416
36 C 0.396 -4.191 -1.181
37 C -0.942 -3.826 -1.305
38 C -1.092 -2.374 -1.113
39 C 0.086 -1.652 -1.296
40 B 0.248 -0.924 1.901
41 C 1.191 0.273 1.743
42 C 2.560 0.069 1.531
43 C 3.429 1.144 1.686
44 C 2.901 2.404 2.010
45 C 1.520 2.629 2.135
46 C 0.653 1.554 1.940
47 O -1.132 -0.840 1.658
48 C -1.567 -1.534 2.853
49 C -1.633 -0.458 3.944
50 C -2.955 -2.099 2.667
51 C -0.415 -2.614 3.095
52 C 0.144 -2.652 4.512
53 C -0.740 -4.012 2.612
54 O 0.708 -2.143 2.304
55 S 1.347 -2.758 -0.822
56 H 0.464 -6.075 -2.179
57 H 2.056 -5.371 -1.753
58 H 1.026 -6.078 -0.474
59 H -1.786 -4.497 -1.513
60 H -2.048 -1.901 -0.908
61 H 2.921 -0.920 1.250
62 H 4.505 0.982 1.584
63 H 3.586 3.224 2.224
64 H 1.107 3.609 2.412
65 H -0.429 1.688 1.933
66 H -1.952 -0.876 4.908
67 H -0.673 0.062 4.055
68 H -2.336 0.321 3.621
69 H -3.249 -2.636 3.579
70 H -3.673 -1.293 2.479
71 H -3.012 -2.788 1.824
72 H -0.642 -2.927 5.227
73 H 0.974 -3.372 4.536
74 H 0.579 -1.676 4.770
75 H -1.530 -4.449 3.238
76 H -1.048 -4.020 1.560
77 H 0.160 -4.635 2.682

Computed properties:
Orbital gap in eV: 5.42
Energy in Eh: -2041.64806
Net charge: 0
HOMO level in eV: -5.91
ΔE to the lowest compared entry with this formula, charge and spin in kJ/mol: 221.8